(1)
Density functional theory data (the ωB97M-V functional and the def2-TZVPD basis) for a 12-piece molecular cluster, C50H65N9O9 overall.

```
133
C50H65N9O9 | the OMol25 dataset | the ωB97M-V functional and the def2-TZVPD basis
O -8.64 31.14 0.28
C -7.56 30.56 0.40
O -6.34 31.06 0.25
C -5.33 30.03 0.06
C -6.07 28.78 0.56
O -7.44 29.24 0.45
H -4.94 29.94 -0.95
H -4.50 30.12 0.75
H -5.68 28.48 1.53
H -5.86 27.97 -0.15
O 0.15 33.89 3.04
C -0.02 34.86 2.32
O 0.83 35.86 2.04
C 0.12 36.91 1.35
C -1.33 36.38 1.07
O -1.26 35.16 1.73
H 0.17 37.88 1.85
H 0.67 37.00 0.41
H -1.56 36.18 0.03
H -1.99 37.19 1.41
O -4.83 25.22 0.45
C -3.68 24.89 0.53
O -2.95 24.69 -0.62
C -1.75 24.12 -0.22
C -1.72 24.36 1.31
O -3.02 24.54 1.61
H -1.83 23.05 -0.37
H -0.87 24.51 -0.73
H -1.18 25.27 1.57
H -1.24 23.52 1.81
C -4.60 29.49 5.30
C -3.55 28.92 4.61
C -3.79 27.68 3.99
N -4.98 27.01 4.07
C -6.02 27.59 4.71
C -5.88 28.90 5.33
H -4.34 30.39 5.84
H -2.57 29.39 4.55
H -2.96 27.25 3.45
H -6.98 27.10 4.65
H -6.69 29.31 5.93
C 3.51 24.41 1.71
C 2.25 24.95 1.36
C 1.76 26.00 2.17
N 2.42 26.50 3.25
C 3.65 26.07 3.46
C 4.25 25.08 2.75
H 3.86 23.57 1.15
H 1.69 24.55 0.54
H 0.75 26.38 2.04
H 4.18 26.59 4.25
H 5.27 24.83 2.98
C 2.73 29.81 4.01
C 2.71 30.83 3.12
C 3.57 31.94 3.35
N 4.29 32.16 4.51
C 4.19 31.15 5.38
C 3.48 29.92 5.19
H 2.12 28.93 3.87
H 2.28 30.83 2.12
H 3.59 32.74 2.62
H 4.76 31.28 6.29
H 3.48 29.08 5.87
C -1.16 30.66 0.21
C -1.79 29.47 -0.17
C -1.76 28.40 0.74
N -1.13 28.50 1.96
C -0.51 29.65 2.32
C -0.56 30.80 1.50
H -1.16 31.50 -0.48
H -2.32 29.38 -1.11
H -2.25 27.45 0.58
H -0.08 29.70 3.31
H -0.01 31.67 1.83
C 0.99 28.01 7.45
C 0.66 26.79 8.04
C -0.05 25.84 7.26
N -0.42 26.08 5.97
C -0.11 27.31 5.45
C 0.64 28.24 6.12
H 1.42 28.79 8.06
H 0.94 26.49 9.04
H -0.21 24.84 7.64
H -0.45 27.59 4.47
H 0.77 29.24 5.72
C -4.68 32.14 -2.58
C -4.74 31.46 -3.94
C -3.49 31.63 -4.84
C -2.28 30.88 -4.41
N -1.32 30.32 -4.00
H -3.79 31.81 -2.04
H -5.51 31.87 -1.93
H -4.58 33.21 -2.74
H -5.61 31.76 -4.51
H -4.81 30.37 -3.88
H -3.25 32.68 -4.96
H -3.78 31.29 -5.83
C -3.31 28.28 -6.45
C -3.10 26.95 -5.75
C -2.49 27.08 -4.35
C -3.37 27.53 -3.27
N -4.07 27.99 -2.40
H -3.95 28.99 -5.92
H -3.54 28.08 -7.50
H -2.37 28.82 -6.50
H -2.48 26.27 -6.34
H -4.09 26.50 -5.69
H -1.70 27.83 -4.34
H -2.12 26.12 -3.99
C 0.99 33.66 -1.19
C 0.24 33.56 -2.47
C -1.03 34.40 -2.61
C -2.05 34.10 -1.61
N -2.86 33.87 -0.86
H 0.43 33.24 -0.35
H 1.27 34.66 -0.86
H 1.91 33.08 -1.31
H -0.04 32.52 -2.65
H 0.94 33.73 -3.28
H -1.56 34.25 -3.55
H -0.84 35.47 -2.54
C -3.37 32.14 3.27
C -4.03 33.18 2.43
C -5.51 33.40 2.71
C -5.85 33.58 4.14
N -6.17 33.75 5.27
H -3.57 32.17 4.34
H -2.29 32.21 3.20
H -3.66 31.17 2.88
H -3.82 32.93 1.39
H -3.53 34.14 2.56
H -6.14 32.55 2.45
H -5.85 34.30 2.18
```

LUMO, hartree: 0.0041
Highest occupied orbital energy, eV: -8.99
Kohn-Sham gap, eV: 9.10
Charge: 0

Atom charges from the Löwdin analysis, given in e for atoms 1 to 4: 0.11, -0.57, 0.03, -0.11

(2)
Density functional theory data (the ωB97M-V functional and the def2-TZVPD basis) for C50H66Br16ClF4IN2O4S2 as an isolated structure.

```
146
C50H66Br16ClF4IN2O4S2 | the OMol25 dataset | the ωB97M-V functional and the def2-TZVPD basis
C -2.81 -2.84 4.47
C -1.67 -2.45 3.58
N -1.18 -3.28 2.40
C -2.26 -4.22 1.90
C -2.22 -5.83 2.28
C -3.44 -6.82 1.72
C -4.69 -6.33 0.80
O -5.78 -7.12 0.23
C -5.45 -8.53 0.04
C -4.63 -8.90 -1.34
O -3.80 -7.83 -1.89
C -2.43 -8.29 -2.20
C -1.32 -7.89 -1.03
C -4.74 -4.69 0.46
C -5.99 -4.10 -0.44
C -7.44 -4.19 0.33
C -8.62 -3.50 -0.63
S -8.87 -1.66 -0.23
C -3.55 -3.69 0.99
S -3.49 -1.81 0.60
C -1.62 -1.55 0.33
C -0.97 -0.57 -0.81
I -2.43 0.52 -2.09
C 0.69 -0.43 -1.01
C 1.14 0.59 -2.21
C 0.83 2.20 -1.87
O 0.99 2.76 -0.67
Cl 0.29 3.23 -3.36
C 1.74 -1.31 -0.05
C 3.33 -1.13 -0.37
F 4.27 -1.95 0.41
F 3.52 -1.57 -1.81
C 3.87 0.44 -0.21
F 4.59 0.77 -1.47
F 4.74 0.51 0.99
C 1.04 -2.24 1.09
C 1.95 -3.14 2.11
C 2.76 -2.30 3.26
C 1.93 -1.04 3.91
O 1.29 -1.27 5.07
N 1.99 0.30 3.19
C 1.55 1.45 4.08
C 2.65 2.61 4.48
C 2.34 3.94 5.41
C 0.82 4.11 6.03
C -0.31 2.95 5.63
C 0.02 1.66 4.67
C -0.62 -2.39 1.31
H -3.85 -2.30 4.53
H -2.63 -3.75 5.23
H -1.11 -1.44 3.87
H -1.33 -6.22 2.95
H -3.35 -7.96 2.01
H -4.91 -9.05 0.96
H -6.49 -9.11 -0.05
H -4.06 -9.92 -1.15
H -5.45 -9.16 -2.17
H -2.05 -7.74 -3.19
H -2.36 -9.45 -2.44
H -1.10 -6.74 -1.05
H -0.29 -8.44 -1.24
H -1.65 -8.24 0.06
H -5.80 -2.95 -0.71
H -6.07 -4.65 -1.48
H -7.42 -3.62 1.37
H -7.72 -5.32 0.60
H -8.37 -3.63 -1.78
H -9.68 -4.01 -0.41
H -9.43 -1.01 -1.36
H 0.45 0.34 -3.15
H 2.27 0.55 -2.51
H 2.93 1.11 0.00
H 1.35 -4.01 2.66
H 2.74 -3.72 1.43
H 3.81 -1.91 2.93
H 2.96 -3.06 4.15
H 3.03 0.47 3.03
H 3.76 2.52 4.06
H 3.17 4.73 5.63
H 0.58 5.03 6.70
H -1.39 3.08 6.06
H -0.79 0.84 4.38
Br -2.48 6.62 2.34
C -2.10 7.42 4.07
C -0.63 7.72 4.22
Br 0.39 6.10 4.60
H -2.48 6.74 4.83
H -2.68 8.35 4.09
H -0.45 8.37 5.08
H -0.18 8.17 3.33
Br 4.52 4.19 -8.63
C 3.16 4.39 -7.24
C 3.35 3.38 -6.14
Br 2.73 1.61 -6.68
H 2.19 4.31 -7.74
H 3.29 5.41 -6.86
H 2.74 3.64 -5.27
H 4.39 3.27 -5.83
Br 4.57 5.78 1.19
C 5.22 4.23 0.21
C 5.92 4.64 -1.07
Br 4.63 5.13 -2.45
H 4.36 3.57 0.04
H 5.93 3.74 0.89
H 6.48 3.80 -1.49
H 6.59 5.49 -0.94
Br -1.35 13.33 3.24
C -0.50 12.03 2.06
C -1.40 10.84 1.81
Br -1.41 9.64 3.35
H 0.46 11.76 2.51
H -0.31 12.57 1.13
H -1.02 10.24 0.98
H -2.44 11.11 1.62
Br 6.27 2.51 5.66
C 6.93 4.19 4.92
C 6.96 5.27 5.98
Br 5.17 5.97 6.32
H 6.30 4.43 4.06
H 7.94 3.97 4.57
H 7.54 6.13 5.63
H 7.36 4.93 6.94
Br 2.38 -1.42 -7.89
C 4.23 -1.86 -7.44
C 4.88 -2.66 -8.53
Br 4.30 -4.52 -8.49
H 4.21 -2.37 -6.47
H 4.73 -0.89 -7.32
H 5.97 -2.71 -8.39
H 4.67 -2.29 -9.54
Br -7.32 3.97 -3.72
C -5.41 3.57 -3.55
C -4.92 2.74 -4.71
Br -5.46 0.88 -4.52
H -5.27 3.09 -2.58
H -4.92 4.55 -3.54
H -3.83 2.72 -4.74
H -5.30 3.08 -5.68
Br 0.78 -4.43 -1.63
C 1.43 -5.99 -2.62
C 2.13 -5.58 -3.89
Br 0.84 -5.08 -5.27
H 0.57 -6.64 -2.78
H 2.14 -6.48 -1.94
H 2.69 -6.41 -4.32
H 2.80 -4.72 -3.77
```

LUMO, hartree: -0.0386
Highest occupied orbital energy, eV: -7.26
Kohn-Sham gap, eV: 6.20
Charge: 0

Atom charges from the Löwdin analysis, given in e for atoms 1 to 4: -0.05, -0.11, -0.11, -0.16

- Number 1 is which compound?
  C50H65N9O9